Entry 1:
Entry from the Open Molecules 2025 dataset: a molecular structure, C17H20I2NO5Ti (ωB97M-V/def2-TZVPD).

Its energy above the lowest of the compared OMol25 structures with the same formula, charge and spin is 0.000 eV. The electronic energy comes out at -68971.8416 eV. Its total charge is +3. The HOMO energy is -16.528 eV. For the frontier orbital gap, the calculation gives 4.86 eV.

XYZ file:
```
46
Properties=species:S:1:pos:R:3:forces:R:3
Ti -0.306 -0.282 0.181 0.2 0.3 0.0
C -3.320 -0.143 0.184 0.0 0.0 0.0
C -2.851 -0.502 1.575 0.0 0.0 0.0
O -1.663 -1.318 1.334 -0.1 0.0 0.1
C -0.990 -1.942 2.471 0.0 0.0 0.0
C 0.087 -2.783 1.824 0.0 0.0 0.0
O 0.703 -1.942 0.779 0.1 -0.1 0.0
C 1.268 -2.669 -0.368 0.0 0.0 0.0
C 0.187 -2.807 -1.417 0.0 0.0 0.0
O -0.406 -1.478 -1.535 0.0 -0.1 -0.1
C -1.646 -1.387 -2.300 0.0 0.0 0.0
C -2.180 0.002 -2.028 0.0 0.0 0.0
O -2.116 0.241 -0.579 -0.1 0.0 0.0
H -4.013 0.696 0.187 0.0 0.0 0.0
H -3.770 -1.001 -0.316 0.0 0.0 0.0
H -3.605 -1.084 2.103 0.0 0.0 0.0
H -2.564 0.367 2.169 0.0 0.0 0.0
H -1.691 -2.566 3.025 0.0 0.0 0.0
H -0.594 -1.158 3.118 0.0 0.0 0.0
H -0.334 -3.662 1.338 0.0 0.0 0.0
H 0.859 -3.077 2.533 0.0 0.0 0.0
H 1.649 -3.633 -0.037 0.0 0.0 0.0
H 2.105 -2.064 -0.714 0.0 0.0 0.0
H -0.599 -3.509 -1.132 0.0 0.0 0.0
H 0.613 -3.113 -2.373 0.0 0.0 0.0
H -2.317 -2.177 -1.959 0.0 0.0 0.0
H -1.441 -1.522 -3.363 0.0 0.0 0.0
H -3.204 0.127 -2.374 0.0 0.0 0.0
H -1.563 0.777 -2.480 0.0 0.0 0.0
I 0.234 2.870 4.129 0.0 0.0 0.0
C 1.152 2.908 2.285 -0.1 0.0 0.1
C 2.091 3.914 1.953 0.0 0.0 -0.1
C 2.715 3.958 0.728 0.0 0.0 0.0
I 4.070 5.466 0.340 0.0 0.0 0.0
C 2.418 2.959 -0.262 0.0 0.0 0.0
C 2.966 2.867 -1.549 0.0 0.0 0.0
C 2.583 1.841 -2.402 0.0 0.0 0.0
C 1.656 0.907 -1.980 0.0 0.0 0.0
N 1.097 0.948 -0.754 0.0 0.0 0.1
C 1.486 1.972 0.087 -0.1 -0.1 -0.1
C 0.872 1.958 1.339 0.0 0.0 0.0
O -0.001 0.903 1.454 -0.1 -0.1 -0.1
H 2.319 4.669 2.694 0.0 0.0 0.0
H 3.693 3.601 -1.877 0.0 0.0 0.0
H 3.000 1.763 -3.395 0.0 0.0 0.0
H 1.347 0.101 -2.633 0.0 0.0 0.0
```
Positions in Å, forces in eV/Å.

Entry 2:
Entry from the Open Molecules 2025 dataset: 2 unconnected molecules or ions with the total composition C17H20N4O3 at a distorted geometry (ωB97M-V/def2-TZVPD).

Its energy above the lowest of the compared OMol25 structures with the same formula, charge and spin is 21.053 eV. The electronic energy comes out at -30038.5571 eV. The HOMO energy is -8.736 eV. For the frontier orbital gap, the calculation gives 7.92 eV.

XYZ file:
```
44
Properties=species:S:1:pos:R:3:forces:R:3
C -6.704 3.409 1.339 -7.2 -3.2 -5.1
H -7.798 3.659 1.694 2.1 -1.1 -0.2
H -6.282 4.265 1.295 3.4 5.7 -0.2
H -6.872 3.021 0.215 0.1 1.4 1.8
C -6.022 2.335 1.887 5.2 -0.2 8.6
N -4.622 1.977 1.547 -1.2 1.5 -0.4
C -3.370 2.712 1.731 -3.9 -5.5 -3.0
C -2.655 1.828 0.871 3.9 3.0 1.3
C -3.327 0.731 0.334 -1.6 2.9 3.2
N -4.604 0.908 0.750 1.2 -0.2 -0.1
C -2.836 -0.416 -0.359 0.9 3.1 -5.7
H -2.141 -1.093 0.025 1.1 -0.6 0.8
H -2.272 0.243 -1.537 -1.3 -2.5 3.3
H -3.695 -0.869 -0.769 -0.8 -1.1 -0.6
C -1.212 2.223 0.668 2.1 -0.1 6.7
N -0.724 2.562 -0.544 -2.5 2.9 -2.5
C 0.120 2.008 -1.419 -1.6 -7.2 8.9
O 0.452 2.277 -2.462 2.1 3.0 -7.2
C 0.528 0.585 -0.754 12.1 6.5 -10.9
C 1.922 0.225 -1.126 -5.1 3.0 -2.7
C 2.598 -1.037 -0.921 -3.6 1.2 6.4
C 2.277 -1.890 0.334 -5.3 4.1 -3.1
C 2.863 -3.006 0.626 6.1 3.4 -3.9
C 4.176 -3.210 0.009 -2.9 2.3 -4.1
C 4.372 -2.617 -1.237 0.2 4.1 3.2
C 3.718 -1.242 -1.478 6.8 -3.0 -5.8
H 4.213 -0.479 -2.390 -1.7 -2.5 2.8
H 5.358 -2.725 -1.573 1.1 -0.6 -1.4
N 4.959 -4.353 0.268 -9.4 1.4 6.1
O 4.413 -5.015 1.132 0.0 -1.5 2.1
O 5.796 -4.688 -0.355 9.9 -2.9 -6.8
H 2.527 -3.683 1.171 -2.9 -5.5 5.4
H 1.197 -1.628 0.730 2.4 -0.8 -0.5
H 2.397 0.893 -2.101 -1.4 -1.8 3.2
H 0.178 0.094 -0.097 -5.5 -6.1 8.6
C -1.600 3.573 -1.030 12.9 0.3 -7.7
H -1.328 4.507 -0.773 1.7 3.4 1.9
H -2.484 3.655 -0.929 -12.0 -1.1 1.3
H -1.182 3.728 -2.188 -2.0 -0.6 2.4
H -0.888 3.094 1.484 -1.7 -0.8 -2.1
H -0.496 1.675 1.268 0.1 -1.8 -0.5
H -3.292 3.469 2.505 0.3 -0.1 -0.6
H -5.759 2.619 3.124 -1.1 -0.5 -2.8
H -6.498 1.442 2.053 -1.4 -2.0 -0.4
```
Positions in Å, forces in eV/Å.

Entry 3:
Entry from the Open Molecules 2025 dataset: C17H20N4O4S2 in the gas phase at a distorted geometry (ωB97M-V/def2-TZVPD).

Its energy above the lowest of the compared OMol25 structures with the same formula, charge and spin is 3.561 eV. The electronic energy comes out at -53772.3028 eV. The HOMO energy is -8.807 eV. As for the SMILES: C=CCN(CC=C)S(=O)(=O)c1ccc(C(=O)Nc2nnc(CSC)o2)cc1. For the frontier orbital gap, the calculation gives 8.43 eV.

XYZ file:
```
47
Properties=species:S:1:pos:R:3:forces:R:3
C 3.621 -3.398 -0.128 -0.1 -0.1 0.0
C 3.555 -2.173 0.359 0.1 0.0 0.0
C 4.745 -1.394 0.838 -0.1 -0.4 0.5
N 4.840 -0.054 0.312 -0.2 0.8 0.6
C 5.125 0.160 -1.088 0.1 0.3 -0.5
C 3.945 -0.040 -1.993 0.1 -0.1 0.0
C 3.537 0.851 -2.877 0.0 0.0 -0.1
S 4.206 1.196 1.187 0.1 -0.2 0.0
O 4.384 0.878 2.573 -0.2 -0.2 -0.1
O 4.753 2.410 0.665 -0.2 0.0 -0.3
C 2.439 1.186 0.849 0.5 0.1 0.2
C 1.940 1.922 -0.208 0.0 0.1 0.0
C 0.586 1.874 -0.483 -0.1 -0.1 0.1
C -0.264 1.086 0.294 0.4 0.2 0.0
C -1.710 1.096 -0.064 -0.1 -0.3 0.1
O -2.244 2.002 -0.650 0.1 0.1 -0.1
N -2.391 -0.048 0.318 0.2 0.2 0.0
C -3.721 -0.277 0.118 -0.7 -0.7 0.1
N -4.315 -1.406 0.361 1.6 0.2 0.3
N -5.614 -1.220 0.043 -1.2 0.4 -0.6
C -5.741 -0.002 -0.373 -0.1 -0.8 0.0
C -6.979 0.686 -0.764 -0.3 0.2 0.6
S -7.906 1.156 0.750 0.0 0.1 -0.1
C -8.445 -0.494 1.270 0.2 0.3 -0.3
O -4.556 0.661 -0.348 0.2 0.2 0.0
C 0.250 0.379 1.380 0.0 0.1 -0.2
C 1.606 0.433 1.656 0.0 -0.1 0.2
H 2.745 -3.937 -0.445 -0.2 -0.1 0.0
H 4.560 -3.918 -0.223 0.3 -0.1 0.0
H 2.604 -1.663 0.450 -0.1 -0.1 0.0
H 4.690 -1.270 1.924 0.1 -0.2 -0.1
H 5.668 -1.935 0.598 0.0 0.1 0.1
H 5.494 1.184 -1.170 0.1 -0.2 -0.2
H 5.928 -0.529 -1.374 0.0 0.1 0.1
H 3.433 -0.987 -1.885 -0.1 0.0 -0.1
H 2.692 0.673 -3.521 -0.2 -0.1 -0.1
H 4.043 1.794 -3.000 0.1 0.2 0.0
H 2.615 2.532 -0.784 0.0 0.1 -0.1
H 0.161 2.445 -1.295 0.0 0.1 -0.1
H -1.896 -0.838 0.706 0.0 0.1 -0.1
H -7.620 0.039 -1.361 0.1 0.0 -0.1
H -6.751 1.611 -1.287 -0.1 -0.1 -0.1
H -8.833 -0.394 2.278 0.0 0.0 0.1
H -9.224 -0.847 0.601 -0.1 -0.1 0.0
H -7.588 -1.164 1.254 -0.1 -0.1 0.1
H -0.398 -0.184 2.035 0.0 0.0 0.1
H 2.029 -0.084 2.503 0.0 -0.1 0.1
```
Positions in Å, forces in eV/Å.

Entry 4:
Entry from the Open Molecules 2025 dataset: a molecular structure, C17H21Br3F13NO3 (ωB97M-V/def2-TZVPD).

The electronic energy comes out at -271056.4527 eV. The HOMO energy is -9.506 eV. For the frontier orbital gap, the calculation gives 9.43 eV.

XYZ file:
```
58
Properties=species:S:1:pos:R:3:forces:R:3
C 8.062 -1.893 0.321 -0.2 0.1 0.1
C 6.591 -1.571 0.127 0.2 -0.1 -0.1
O 6.290 -0.335 0.752 -0.1 0.0 0.0
C 5.036 -0.278 1.417 0.1 0.1 0.1
C 4.539 1.164 1.410 0.0 -0.2 -0.4
C 3.712 1.528 0.170 -0.3 0.0 -0.1
C 2.694 2.658 0.448 0.4 -0.1 0.2
C 1.310 2.149 0.844 0.1 -0.1 0.2
N 0.416 1.740 -0.264 0.1 0.3 -0.3
C -0.894 2.391 -0.255 0.3 0.3 0.0
C -1.739 1.958 0.934 0.1 -0.1 0.0
C -2.335 0.555 0.811 0.1 -0.2 -0.3
F -1.822 -0.118 -0.265 -0.1 0.1 0.4
F -2.058 -0.193 1.917 -0.1 0.2 -0.2
C -3.872 0.574 0.591 0.0 0.1 0.1
F -4.428 1.477 1.439 0.1 -0.2 -0.1
F -4.096 1.006 -0.672 0.0 0.0 0.2
C -4.682 -0.742 0.843 -0.1 0.0 -0.1
F -4.621 -1.024 2.154 -0.1 0.0 -0.1
F -5.960 -0.450 0.521 0.1 0.1 0.0
C -4.246 -1.999 0.034 0.2 0.0 0.1
F -4.109 -1.620 -1.254 -0.1 -0.1 0.1
F -3.048 -2.418 0.490 -0.1 0.1 -0.1
C -5.199 -3.252 0.061 0.1 -0.1 -0.2
F -4.981 -3.918 -1.096 -0.1 0.1 0.2
F -6.490 -2.893 0.106 0.2 0.0 0.0
C -4.917 -4.272 1.215 -0.1 0.2 -0.1
F -3.872 -5.028 0.922 0.2 -0.1 -0.1
F -4.692 -3.665 2.372 0.0 0.2 0.1
F -5.982 -5.051 1.352 -0.2 -0.2 0.0
C 0.999 1.720 -1.546 0.4 -0.4 -0.2
O 1.598 0.792 -2.011 -0.3 0.4 0.2
O 0.866 2.913 -2.247 -0.7 -0.2 0.3
H 8.324 -2.788 -0.246 0.1 0.0 0.0
H 8.668 -1.053 -0.022 0.0 -0.1 0.0
H 8.281 -2.059 1.378 0.0 0.0 -0.1
H 5.977 -2.381 0.535 0.0 0.1 0.1
H 6.371 -1.495 -0.945 -0.1 0.0 0.1
H 5.159 -0.626 2.451 0.0 -0.1 -0.1
H 4.313 -0.937 0.923 0.0 0.0 0.0
H 5.430 1.795 1.437 -0.1 0.1 0.3
H 3.945 1.343 2.312 0.0 0.0 0.0
H 4.354 1.809 -0.666 0.1 0.0 0.1
H 3.163 0.644 -0.164 0.1 0.0 0.0
H 3.067 3.226 1.308 0.0 0.1 -0.1
H 2.644 3.377 -0.371 -0.2 -0.1 -0.1
H 0.801 2.939 1.406 0.0 0.0 -0.1
H 1.442 1.310 1.537 -0.1 0.0 0.0
H -1.408 2.151 -1.188 0.0 0.0 0.1
H -0.790 3.484 -0.229 0.0 -0.1 0.1
H -1.148 1.967 1.852 0.0 0.0 -0.1
H -2.531 2.692 1.074 -0.1 -0.1 0.0
H 0.290 2.775 -3.011 0.4 0.0 -0.2
C -4.854 -0.079 -4.098 0.0 0.0 0.0
Br -5.343 -1.383 -5.422 0.0 0.0 0.0
Br -3.315 0.941 -4.643 0.0 0.0 0.0
Br -6.334 1.061 -3.643 0.0 0.0 0.0
H -4.578 -0.615 -3.205 0.0 0.0 0.0
```
Positions in Å, forces in eV/Å.

Q: What is the formula in the first record?
A: C17H20I2NO5Ti

Q: The lowest HOMO energy belongs to which entry?
A: C17H20I2NO5Ti

Q: Which formula does entry 4 have?
A: C17H21Br3F13NO3

Q: Which value of electronic energy does entry 2 give?
A: -30038.5571 eV